1.
Molecular formula: C65H151N9O11
Method: DFT, ωB97M-V with the def2-TZVPD basis set

E_HOMO	-8.22	eV
SMILES	CC1(C)CCCC(C)(C)N1O.CC1(C)CCCC(C)(C)N1O.CC1(C)CCCC(C)(C)N1O.CC1(C)CCCC(C)(C)N1O.CC1(C)CCCC(C)(C)N1O.COC[C@H](C)N.COC[C@H](C)N.COC[C@H](C)N.COC[C@H](C)N.CCO.CCO
frontier orbital gap	8.69	eV
DFT total energy	-3887.197534	a.u.
energy relative to the best compared isomer or geometry (same formula, charge and spin)	1.392	eV
LUMO energy	0.0174	Eh
largest force on an atom	0.06927	hartree/bohr

Geometry as ORCA input:
```
! RIJCOSX wB97M-V def2-TZVPD def2/J DEFGRID3
* xyz 0 1
C 15.574 16.814 19.315
C 15.629 16.064 18.018
C 15.058 16.997 16.951
O 15.275 16.388 15.669
C 14.402 15.326 15.359
N 17.063 15.704 17.662
H 14.565 17.215 19.589
H 16.159 17.691 19.321
H 15.868 16.341 20.334
H 15.061 15.089 18.110
H 15.639 17.952 16.826
H 14.002 17.213 17.066
H 13.359 15.688 15.349
H 14.456 14.467 16.075
H 14.658 14.820 14.393
H 17.733 16.288 18.134
H 17.273 15.645 16.714
C 11.171 21.958 14.263
C 10.872 20.769 13.395
C 11.473 20.849 11.958
O 10.536 21.300 11.029
C 11.030 21.227 9.718
N 11.339 19.465 13.970
H 12.229 22.252 14.273
H 10.885 21.754 15.309
H 10.571 22.722 13.794
H 9.801 20.609 13.294
H 11.814 19.842 11.631
H 12.335 21.544 12.036
H 11.397 20.250 9.492
H 11.726 22.028 9.584
H 10.183 21.516 9.031
H 11.032 19.554 14.945
H 12.326 19.373 13.879
C 18.536 15.721 6.476
C 17.649 15.287 7.683
C 16.500 16.336 7.960
O 15.486 15.713 8.772
C 14.227 16.357 8.828
N 17.221 13.933 7.456
H 17.939 15.483 5.568
H 19.441 15.081 6.578
H 18.644 16.778 6.467
H 18.171 15.272 8.611
H 16.136 16.775 7.020
H 16.993 17.088 8.538
H 13.484 15.577 8.766
H 14.064 17.042 8.014
H 14.112 16.802 9.808
H 16.976 13.873 6.518
H 16.407 13.697 8.017
C 11.341 15.565 12.804
C 10.344 16.224 11.797
C 9.479 15.174 11.051
O 10.263 14.511 10.040
C 9.476 13.944 8.997
N 9.489 17.276 12.371
H 10.755 14.996 13.572
H 11.866 16.333 13.359
H 12.032 14.905 12.283
H 10.935 16.649 10.973
H 8.697 15.826 10.683
H 9.002 14.387 11.705
H 10.103 13.395 8.289
H 8.897 14.661 8.406
H 8.745 13.255 9.408
H 9.981 17.821 13.003
H 9.141 17.917 11.634
C 14.218 18.019 12.707
C 14.774 18.763 13.957
O 16.116 18.490 14.310
H 13.174 18.343 12.565
H 14.099 16.937 12.885
H 14.837 18.221 11.852
H 14.237 18.650 14.886
H 14.774 19.876 13.748
H 16.095 17.587 14.553
C 7.221 16.886 4.539
C 6.970 17.261 5.959
O 8.163 17.039 6.739
H 8.223 17.296 4.204
H 6.501 17.311 3.841
H 7.256 15.764 4.336
H 6.184 16.633 6.419
H 6.635 18.342 6.140
H 8.869 17.629 6.479
C 10.516 16.774 16.309
C 9.798 17.381 17.499
C 8.480 16.634 17.802
C 8.738 15.266 18.372
C 9.536 15.358 19.657
C 10.828 16.097 19.497
N 10.586 17.397 18.773
O 11.879 17.976 18.474
C 11.334 16.588 20.951
C 11.940 15.219 18.842
C 9.534 18.912 17.271
H 10.606 15.713 16.461
H 11.498 17.241 16.106
H 9.939 16.895 15.382
H 8.015 17.282 18.532
H 7.842 16.476 16.899
H 9.270 14.666 17.684
H 7.810 14.729 18.491
H 9.737 14.309 19.991
H 8.921 15.883 20.374
H 10.735 17.330 21.507
H 11.390 15.611 21.457
H 12.320 16.939 20.832
H 11.551 14.715 17.986
H 12.787 15.826 18.657
H 12.247 14.427 19.583
H 8.990 19.054 16.362
H 10.511 19.439 17.275
H 8.994 19.273 18.161
H 11.928 18.793 19.024
C 18.229 19.678 11.840
C 18.525 19.640 10.291
C 19.471 20.835 9.939
C 20.950 20.514 10.232
C 21.322 19.189 9.606
C 20.545 18.012 10.222
N 19.108 18.302 9.888
O 18.207 17.260 10.245
C 20.811 16.792 9.453
C 20.860 17.786 11.687
C 17.189 19.819 9.551
H 17.939 18.677 12.296
H 17.425 20.463 11.968
H 19.124 20.024 12.392
H 19.391 21.094 8.906
H 18.956 21.656 10.421
H 21.209 20.542 11.299
H 21.522 21.273 9.751
H 22.394 18.993 9.712
H 21.004 19.077 8.528
H 21.773 16.341 9.828
H 20.000 16.053 9.456
H 20.856 17.052 8.462
H 20.378 16.903 12.021
H 21.979 17.635 11.953
H 20.507 18.608 12.347
H 16.462 19.091 9.919
H 17.258 19.795 8.455
H 16.765 20.840 9.656
H 18.152 17.254 11.180
C 16.024 12.294 10.980
C 15.668 12.637 12.445
C 16.246 11.685 13.514
C 17.736 11.760 13.507
C 18.177 13.130 14.002
C 17.621 14.236 13.058
N 16.179 13.907 12.815
O 15.615 14.951 12.030
C 17.732 15.635 13.731
C 18.479 14.328 11.721
C 14.174 12.596 12.572
H 15.846 11.181 10.861
H 17.108 12.482 10.756
H 15.370 12.879 10.282
H 15.940 12.091 14.458
H 15.945 10.702 13.382
H 18.146 11.551 12.532
H 18.197 11.080 14.214
H 19.215 13.234 13.860
H 17.914 13.364 15.055
H 17.108 15.645 14.601
H 18.785 15.799 14.062
H 17.311 16.442 13.190
H 19.098 13.479 11.475
H 17.782 14.396 10.826
H 19.051 15.235 11.789
H 13.928 12.752 13.613
H 13.913 11.567 12.437
H 13.669 13.238 11.832
H 16.162 14.876 11.189
C 19.260 18.294 15.874
C 19.261 19.726 16.388
C 18.931 19.846 17.889
C 20.097 19.233 18.668
C 21.427 19.927 18.395
C 21.782 19.935 16.897
N 20.521 20.522 16.187
O 20.922 20.425 14.803
C 22.912 20.979 16.645
C 22.315 18.562 16.385
C 18.193 20.479 15.620
H 19.055 18.239 14.821
H 18.283 17.895 16.295
H 20.033 17.681 16.252
H 18.849 20.881 18.255
H 17.995 19.338 18.101
H 20.225 18.125 18.562
H 19.923 19.233 19.770
H 22.275 19.561 18.950
H 21.408 20.980 18.709
H 22.646 22.001 16.836
H 23.750 20.769 17.272
H 23.250 21.026 15.586
H 23.276 18.291 16.850
H 21.754 17.719 16.580
H 22.400 18.579 15.254
H 18.410 20.570 14.532
H 18.113 21.500 16.110
H 17.235 19.943 15.615
H 20.458 21.101 14.353
C 15.156 24.971 12.726
C 16.013 23.811 12.135
C 16.491 24.170 10.718
C 17.632 25.132 10.719
C 18.762 24.564 11.488
C 18.441 24.134 12.899
N 17.200 23.327 12.804
O 16.836 22.972 14.083
C 19.584 23.272 13.412
C 18.184 25.409 13.810
C 15.063 22.584 12.059
H 15.639 25.821 13.115
H 14.651 24.564 13.593
H 14.296 25.209 12.001
H 16.758 23.278 10.232
H 15.572 24.679 10.231
H 17.282 26.079 11.086
H 17.880 25.320 9.661
H 19.581 25.358 11.480
H 19.169 23.704 10.919
H 19.489 23.014 14.507
H 19.684 22.375 12.805
H 20.478 23.895 13.445
H 19.135 25.923 13.867
H 17.427 26.139 13.460
H 17.939 25.136 14.847
H 14.678 22.354 13.056
H 15.675 21.684 11.830
H 14.237 22.585 11.313
H 17.219 22.107 14.219
*
```

Löwdin population analysis, charges in e, atoms 1 to 99: -0.0846, -0.3895, -0.1635, -0.2757, -0.0789, 0.0800, 0.0727, 0.0435, 0.1152, 0.1362, 0.1423, 0.1039, 0.0827, 0.0988, 0.0772, 0.0515, 0.0068, -0.0538, -0.3896, -0.2037, -0.1829, -0.1067, 0.0598, 0.0762, 0.0792, 0.0821, 0.1341, 0.1140, 0.1094, 0.0760, 0.0740, 0.1081, 0.0543, 0.0142, -0.0419, -0.4272, -0.1616, -0.2058, -0.0827, 0.0532, 0.0821, 0.0924, 0.0569, 0.0794, 0.1248, 0.0702, 0.0810, 0.0810, 0.0703, 0.0330, 0.0633, -0.0402, -0.4083, -0.1943, -0.1957, -0.1138, 0.0502, 0.0884, 0.0340, 0.0628, 0.1245, 0.1049, 0.1396, 0.0853, 0.0736, 0.0766, -0.0183, 0.0876, -0.0383, -0.2761, -0.1067, 0.0395, 0.0584, 0.0602, 0.0900, 0.1194, 0.0045, -0.1184, -0.3275, -0.1078, 0.0875, 0.0634, 0.0979, 0.1133, 0.1280, 0.0685, -0.0397, -0.4950, -0.1251, -0.1947, -0.1523, -0.4696, -0.0710, -0.0792, -0.0130, -0.0095, -0.0280, 0.0548, 0.0765

---

2.
Molecular formula: C65H156BCs2F4N8O18
Method: DFT, ωB97M-V with the def2-TZVPD basis set

E_HOMO	-6.26	eV
frontier orbital gap	7.81	eV
DFT total energy	-4827.190430	a.u.
LUMO energy	0.0570	Eh
largest force on an atom	0.07774	hartree/bohr

Geometry as ORCA input:
```
! RIJCOSX wB97M-V def2-TZVPD def2/J DEFGRID3
* xyz -1 1
Cs 17.536 15.976 20.955
Cs 13.844 17.313 18.583
C 15.348 18.018 22.112
O 15.637 17.301 23.075
O 15.366 19.419 22.417
O 15.121 17.783 20.914
B 17.161 15.370 17.439
F 16.574 16.536 18.029
F 18.281 14.963 18.221
F 16.231 14.265 17.545
F 17.507 15.723 16.135
C 14.473 14.320 24.544
O 13.685 15.411 24.115
H 14.890 14.593 25.488
H 13.773 13.538 24.734
H 15.256 13.990 23.851
H 14.201 16.181 23.768
C 22.138 16.490 23.513
O 20.838 16.153 22.938
H 22.987 16.154 22.792
H 22.161 17.572 23.532
H 22.307 15.999 24.447
H 20.864 15.180 22.675
C 10.814 19.953 19.521
O 12.050 19.580 18.983
H 10.900 20.054 20.645
H 10.434 20.840 18.981
H 10.016 19.234 19.369
H 13.204 20.667 19.359
C 16.167 11.168 22.088
O 17.227 11.780 21.387
H 15.917 11.829 22.904
H 15.296 10.920 21.456
H 16.587 10.246 22.611
H 16.943 11.724 20.397
C 14.319 22.315 19.788
O 14.082 20.951 19.818
H 15.330 22.562 19.667
H 13.836 22.774 18.912
H 13.935 22.746 20.656
H 14.786 19.866 21.793
C 13.864 17.796 14.800
O 12.624 17.212 15.188
H 14.269 18.560 15.504
H 14.523 16.908 14.741
H 13.806 18.277 13.791
H 12.160 17.931 15.686
C 11.531 20.149 15.703
O 11.745 19.138 16.558
H 11.939 19.911 14.683
H 10.432 20.315 15.544
H 12.138 20.983 16.038
H 11.877 19.322 17.863
C 11.967 12.393 13.193
C 13.189 13.225 13.536
C 14.470 12.462 13.254
C 14.725 12.285 11.798
C 14.951 13.628 11.194
C 13.806 14.629 11.561
N 13.297 14.572 12.932
O 12.144 15.246 12.977
C 14.283 16.078 11.293
C 12.599 14.366 10.605
C 13.174 13.462 15.048
H 11.729 12.330 12.121
H 11.049 12.596 13.758
H 12.259 11.425 13.494
H 15.229 13.199 13.581
H 14.463 11.548 13.853
H 13.905 11.773 11.240
H 15.541 11.569 11.677
H 14.893 13.519 10.135
H 15.927 14.021 11.564
H 13.472 16.767 11.438
H 14.990 16.339 12.083
H 14.543 16.130 10.266
H 12.436 13.309 10.353
H 11.741 14.852 10.977
H 12.916 14.796 9.645
H 12.339 13.988 15.481
H 14.047 13.936 15.344
H 13.166 12.454 15.527
H 12.262 15.947 13.631
C 27.030 15.279 15.038
C 26.257 16.499 15.498
C 24.739 16.336 15.480
C 24.238 15.387 16.583
C 24.652 16.044 17.904
C 26.127 16.211 18.050
N 26.594 16.996 16.882
O 28.057 16.972 17.008
C 26.472 17.122 19.251
C 26.856 14.887 18.249
C 26.595 17.756 14.673
H 26.629 14.998 14.074
H 26.815 14.332 15.637
H 28.079 15.484 15.131
H 24.241 17.279 15.657
H 24.408 15.970 14.561
H 24.613 14.274 16.541
H 23.147 15.361 16.566
H 24.259 15.551 18.790
H 24.159 16.983 18.015
H 27.522 17.360 19.189
H 25.880 18.039 19.248
H 26.321 16.594 20.226
H 27.993 15.002 18.281
H 26.559 14.523 19.170
H 26.467 14.156 17.597
H 26.011 18.612 15.054
H 26.518 17.569 13.636
H 27.641 18.027 14.748
H 28.298 17.894 16.834
C 10.292 16.309 18.589
C 10.456 14.965 19.283
C 10.656 14.014 18.109
C 11.103 12.631 18.492
C 12.516 12.829 19.144
C 12.372 13.669 20.431
N 11.770 14.930 20.015
O 11.663 15.847 21.131
C 11.688 12.897 21.585
C 13.814 14.030 20.827
C 9.231 14.583 20.179
H 10.333 17.129 19.272
H 9.393 16.210 18.044
H 11.164 16.479 17.873
H 9.670 13.951 17.593
H 11.308 14.438 17.340
H 11.183 12.104 17.554
H 10.343 12.169 19.112
H 13.173 13.342 18.459
H 12.971 11.839 19.329
H 10.739 12.316 21.309
H 12.479 12.196 21.965
H 11.541 13.595 22.382
H 14.415 13.138 21.066
H 14.310 14.505 19.977
H 13.852 14.718 21.680
H 8.377 15.011 19.689
H 9.320 15.002 21.247
H 9.041 13.517 20.139
H 12.376 16.460 21.006
C 21.228 14.734 19.830
C 21.346 13.322 20.271
C 22.794 12.872 20.319
C 22.994 11.604 21.196
C 22.411 11.810 22.621
C 20.937 12.139 22.633
N 20.746 13.317 21.719
O 19.431 13.774 21.612
C 20.030 10.991 22.226
C 20.580 12.533 24.065
C 20.543 12.430 19.323
H 21.801 14.820 18.883
H 21.622 15.443 20.527
H 20.175 14.999 19.616
H 23.183 12.594 19.361
H 23.383 13.751 20.719
H 24.042 11.341 21.224
H 22.496 10.720 20.733
H 22.986 12.673 22.964
H 22.539 10.892 23.280
H 20.385 10.613 21.236
H 20.014 10.086 22.870
H 18.982 11.245 22.042
H 20.629 11.596 24.628
H 21.292 13.330 24.408
H 19.536 13.007 24.115
H 20.928 11.432 19.480
H 20.780 12.723 18.360
H 19.498 12.475 19.501
H 18.842 12.986 21.380
C 19.803 10.819 11.831
C 19.894 12.260 12.366
C 18.557 12.912 12.573
C 18.671 14.255 13.347
C 19.321 14.014 14.706
C 20.680 13.471 14.511
N 20.580 12.229 13.672
O 21.950 11.815 13.385
C 21.632 14.524 13.897
C 21.275 13.014 15.910
C 20.667 13.096 11.335
H 19.578 10.777 10.739
H 19.187 10.234 12.464
H 20.789 10.400 11.905
H 18.082 13.073 11.604
H 17.787 12.308 13.088
H 17.701 14.711 13.622
H 19.184 15.006 12.791
H 18.568 13.413 15.291
H 19.357 15.024 15.118
H 21.119 15.145 13.123
H 21.877 15.231 14.727
H 22.648 14.158 13.455
H 21.329 13.816 16.611
H 20.718 12.102 16.203
H 22.246 12.758 15.606
H 21.750 12.940 11.323
H 20.636 14.112 11.698
H 20.255 12.968 10.334
H 22.053 11.174 14.100
C 18.287 21.362 20.063
C 18.754 19.914 20.117
C 19.305 19.518 21.469
O 20.259 20.458 21.913
C 21.441 20.426 21.179
N 17.742 18.910 19.704
H 17.555 21.577 20.862
H 17.747 21.581 19.146
H 19.203 21.913 20.011
H 19.598 19.773 19.379
H 19.733 18.512 21.368
H 18.499 19.428 22.242
H 21.390 20.842 20.148
H 21.897 19.432 20.998
H 22.156 21.000 21.760
H 16.848 19.206 20.023
H 17.717 18.876 18.661
C 20.403 17.891 14.429
C 20.008 18.798 15.526
C 18.456 18.916 15.546
O 18.137 19.710 16.705
C 16.785 19.840 16.940
N 20.612 18.407 16.753
H 19.738 17.982 13.572
H 20.371 16.838 14.827
H 21.360 18.135 14.001
H 20.380 19.780 15.252
H 17.930 17.918 15.624
H 18.020 19.433 14.659
H 16.557 20.493 17.773
H 16.378 18.871 17.278
H 16.251 20.211 16.107
H 20.650 17.386 16.782
H 19.957 18.601 17.510
C 18.528 10.145 18.037
C 17.773 11.347 17.607
C 17.320 11.211 16.086
O 16.414 10.112 16.077
C 16.297 9.615 14.748
N 16.649 11.523 18.566
H 19.116 10.226 18.997
H 19.346 9.853 17.326
H 17.944 9.231 18.035
H 18.360 12.259 17.692
H 18.166 10.815 15.470
H 16.825 12.110 15.689
H 15.799 8.647 14.712
H 17.329 9.305 14.391
H 15.882 10.220 13.903
H 16.096 10.709 18.683
H 16.044 12.270 18.368
*
```

Löwdin population analysis, charges in e, atoms 1 to 99: 1.1521, 1.2249, -0.8522, -0.0697, 0.0269, -0.3533, -1.2582, -0.0835, 0.0149, 0.0645, 0.1262, -0.1605, -0.1433, 0.0661, 0.0669, 0.0686, 0.0555, -0.1294, -0.1872, 0.0953, 0.0667, 0.0525, 0.0476, -0.1895, -0.4039, 0.1020, 0.0840, 0.0505, 0.0609, -0.1525, -0.2252, 0.0582, 0.0822, 0.0976, 0.0745, -0.1762, -0.1647, 0.0454, 0.0885, 0.0575, 0.0574, -0.1755, -0.1961, 0.0677, 0.0808, 0.0827, -0.0120, -0.2655, -0.3433, 0.0720, 0.0843, 0.0710, 0.0228, -0.0171, -0.4990, -0.1596, -0.2084, -0.1272, -0.4652, -0.1297, -0.0189, -0.0219, -0.0306, -0.0163, 0.0736, 0.0911, 0.0646, 0.1309, 0.1018, 0.1218, 0.1042, 0.1082, 0.1168, 0.0714, 0.0841, 0.0671, 0.0715, 0.0627, 0.0800, 0.0697, 0.0582, 0.1012, 0.0823, -0.0197, -0.4997, -0.1306, -0.1518, -0.1555, -0.5309, -0.0521, -0.0769, -0.0279, -0.0269, -0.0330, 0.0834, 0.0886, 0.0745, 0.1213, 0.0888